63
Properties=species:S:1:pos:R:3:forces:R:3 method="wB97M-V/def2-TZVPD" e_homo_ev="-7.301 / -6.631" total_charge=0 orbital_gap_ev="7.349 / 6.494" total_energy_ha=-5310.70841 multiplicity=5
P -1.01241 -0.02415 -3.00291 0.651 -2.326 -0.127
P -1.64024 -1.73571 -0.30388 0.371 -3.477 0.017
C -0.54396 -1.94563 -2.81249 0.109 0.832 -0.710
C -1.63010 -2.61581 -1.98600 -0.345 -0.258 0.138
H 0.43327 -1.95709 -2.30137 -0.240 -0.113 -0.071
H -0.41794 -2.33670 -3.83184 -0.021 -0.459 0.276
H -2.62216 -2.58673 -2.45387 0.200 0.061 -0.092
H -1.37168 -3.66390 -1.78938 -0.329 0.139 -0.144
C -0.92874 -3.17927 0.48756 0.650 -0.923 0.995
H -0.61419 -3.02378 1.51549 -0.062 -0.027 -0.114
H -0.09649 -3.62462 -0.06877 0.002 0.418 0.122
H -1.73892 -3.92448 0.48547 0.261 0.131 -0.051
C -3.20467 -1.77646 0.66155 -0.280 -0.762 -0.126
H -3.35346 -2.83615 0.88508 -0.589 0.191 0.134
H -4.08268 -1.36367 0.15905 0.050 0.024 0.120
H -3.01252 -1.24491 1.60278 -0.060 -0.002 -0.272
C 0.49458 0.36352 -3.93280 0.133 0.528 -0.187
H 0.53373 1.44103 -4.10136 0.155 -0.131 -0.165
H 0.45628 -0.15964 -4.89086 0.146 -0.007 0.059
H 1.39711 0.07695 -3.38240 -0.259 -0.112 -0.043
C -2.49124 -0.30432 -4.05537 0.131 -0.307 -0.091
H -3.35738 -0.26228 -3.35423 0.320 -0.249 -0.710
H -2.38205 -1.29702 -4.53560 -0.509 0.640 0.112
H -2.60663 0.51923 -4.77042 -0.031 -0.406 0.000
Cr -2.08235 0.16945 -1.09247 0.025 5.844 1.129
C 1.05318 -1.55542 2.48377 0.050 -0.975 0.720
C 1.77202 -2.68384 2.43660 -0.438 -0.064 -0.128
C 2.98662 -3.02002 1.63398 0.819 -0.464 0.609
C 3.94845 -1.92421 1.16476 -0.723 -1.332 -0.217
C 3.55419 -1.25993 -0.12235 0.727 0.677 -0.017
C 2.83300 -0.13187 -0.13472 -1.528 -0.352 -1.115
C 1.45149 -0.02297 0.50932 0.259 1.238 0.783
C 1.36497 -0.17272 2.03931 -0.842 0.991 -0.311
C -1.48258 1.78483 -2.68591 -0.742 1.527 -0.625
H 0.03545 -1.66277 2.87602 0.429 0.098 0.533
H 1.40981 -3.58065 2.97357 -0.312 0.545 -0.484
H 2.68051 -3.60905 0.74984 -0.073 0.150 0.241
H 3.57673 -3.72715 2.23711 -0.131 0.037 -0.069
H 4.13111 -1.18196 1.95211 -0.022 -0.251 -0.255
H 4.88270 -2.46719 0.94458 -0.098 0.487 0.229
H 3.98550 -1.65865 -1.04492 0.922 0.719 0.303
H 3.03901 0.69660 -0.82944 -0.437 -0.892 -0.623
H 0.64219 -0.70343 0.11178 1.500 0.361 -0.158
H 1.10651 0.97803 0.21150 -0.042 -0.259 0.358
H 2.22272 0.27516 2.55626 -0.041 -0.247 -0.176
H 0.48707 0.44043 2.33590 0.605 -0.269 0.006
H -2.47863 2.00247 -2.19785 0.781 0.172 -0.321
H -1.57387 2.15557 -3.72282 -0.217 -0.046 0.398
H -0.65963 2.33441 -2.19750 -0.640 -0.269 0.103
Br -1.98426 1.54758 3.00124 -0.210 0.046 0.637
C -1.06538 3.19936 2.82722 0.451 0.902 -0.082
C -0.77156 3.92611 3.98983 0.416 0.232 -0.417
C 0.07562 5.04685 3.92746 -0.569 -0.494 -0.103
C 0.55333 5.47994 2.69131 0.179 0.237 -0.290
C 0.20650 4.80007 1.52531 -0.355 -0.456 0.231
C -0.60561 3.64275 1.58134 0.227 -0.147 0.314
C -0.78463 2.78441 0.34059 0.632 -0.019 -1.200
O 0.17660 2.81325 -0.47218 -0.875 0.032 0.919
O -1.85520 2.09612 0.22354 0.416 -0.203 -0.283
H -1.18771 3.60454 4.93083 0.091 -0.104 0.146
H 0.34797 5.56806 4.84801 -0.144 -0.147 -0.314
H 1.21818 6.35611 2.62321 -0.411 -0.502 0.094
H 0.58242 5.12128 0.55044 -0.130 -0.206 0.367

---

63
Properties=species:S:1:pos:R:3:forces:R:3 method="wB97M-V/def2-TZVPD" e_homo_ev="-4.730 / -7.824" total_charge=0 orbital_gap_ev="5.391 / 8.386" total_energy_ha=-5906.83623 relative_energy_kcal_mol=0.0 multiplicity=2
P -2.57450 0.78296 -1.47624 0.537 0.929 -1.758
P -1.38930 -1.98762 -1.35063 0.660 -0.812 -1.551
C -1.96328 -0.03852 -3.13613 -0.007 0.162 -0.636
C -2.05192 -1.56797 -3.01520 0.186 -0.112 0.269
H -0.92913 0.29333 -3.32392 -0.170 -0.160 0.202
H -2.57623 0.33849 -3.96713 0.267 -0.262 0.086
H -3.09325 -1.92901 -3.05324 0.237 0.193 -0.052
H -1.47297 -2.11665 -3.77495 -0.245 0.251 0.050
C 0.40645 -1.98899 -1.59029 0.116 -0.655 -0.179
H 0.84028 -2.29037 -0.62740 0.079 0.079 -0.286
H 0.77644 -0.98933 -1.85718 -0.268 -0.293 0.129
H 0.68274 -2.70167 -2.37155 0.281 -0.006 0.048
C -1.95876 -3.62626 -0.94736 0.136 -0.883 -0.310
H -1.77240 -4.30846 -1.78881 -0.126 -0.180 0.346
H -3.03604 -3.56239 -0.73814 0.316 -0.086 -0.057
H -1.44469 -3.95682 -0.03334 -0.204 0.021 -0.308
C -1.55864 2.27855 -1.20526 0.051 0.532 -0.131
H -2.06899 2.89161 -0.44361 0.260 -0.141 -0.260
H -1.49175 2.85264 -2.14400 -0.076 -0.044 0.295
H -0.53503 2.05352 -0.86776 -0.599 -0.099 -0.130
C -4.01161 1.54819 -2.31605 -0.387 0.291 -0.265
H -4.84516 0.83967 -2.33387 0.032 0.222 -0.103
H -3.76498 1.81868 -3.34513 -0.020 0.113 0.190
H -4.29614 2.45347 -1.77315 -0.231 -0.150 0.021
Cu -1.76732 -0.50172 -0.02686 0.712 0.508 2.193
C 3.19959 0.02528 -0.79592 -0.079 -0.885 -0.413
C 3.82332 0.33592 -1.92762 0.113 -0.160 0.258
C 4.70760 1.52040 -2.11088 0.331 0.769 -0.075
C 4.40800 2.78554 -1.26352 0.128 -0.177 -0.233
C 2.96890 3.20497 -1.29737 -0.844 0.700 -0.013
C 1.95387 2.81567 -0.51613 0.422 0.518 0.148
C 2.00587 1.78715 0.56808 -0.042 -0.223 0.368
C 3.17904 0.78949 0.47941 -0.092 0.014 0.743
C -3.69942 0.42716 0.07019 -2.151 0.322 1.296
H 2.66363 -0.92613 -0.74132 0.078 0.331 -0.222
H 3.78516 -0.33021 -2.79318 -0.168 0.003 0.325
H 4.69468 1.81122 -3.16819 0.007 -0.029 0.094
H 5.74471 1.24629 -1.88679 0.019 -0.147 -0.160
H 4.73818 2.64745 -0.22567 0.055 0.240 -0.544
H 4.99731 3.60529 -1.70815 -0.097 -0.277 0.322
H 2.74896 4.00251 -2.01704 -0.004 -0.251 0.171
H 1.00425 3.37006 -0.55613 0.462 -0.271 -0.341
H 1.04999 1.23795 0.60647 0.353 0.035 -0.110
H 2.04275 2.28519 1.55172 0.031 -0.012 -0.209
H 4.13902 1.26576 0.68770 -0.276 -0.071 -0.038
H 3.05624 0.06555 1.29103 -0.105 0.055 0.001
H -3.60956 -0.50311 0.67687 0.165 0.370 -0.235
H -4.71218 0.32684 -0.35722 0.319 0.137 0.305
H -3.69339 1.25829 0.78858 -0.073 -0.026 -0.207
Br -1.02489 -4.08328 2.92032 0.203 -0.300 0.254
C -0.58316 -2.64240 4.06296 0.109 0.843 0.788
C -0.12952 -2.97085 5.34629 0.294 0.395 0.091
C 0.24055 -1.95966 6.24478 -0.273 0.190 -0.469
C 0.10465 -0.60938 5.88041 0.034 -0.160 0.071
C -0.33165 -0.27010 4.59793 0.003 -0.620 0.098
C -0.67640 -1.28217 3.68156 0.518 -0.579 0.261
C -1.04131 -0.93921 2.28286 -0.911 0.440 -1.360
O -0.58404 0.11602 1.72135 -0.438 -0.989 0.626
O -1.85016 -1.70675 1.65566 0.752 0.800 1.467
H -0.01424 -4.01198 5.64483 -0.110 0.235 -0.182
H 0.64096 -2.23413 7.22450 -0.232 0.123 -0.323
H 0.35341 0.18013 6.60122 -0.065 -0.380 -0.369
H -0.40459 0.77391 4.28761 0.026 -0.381 0.010

---

63
Properties=species:S:1:pos:R:3:forces:R:3 method="wB97M-V/def2-TZVPD" e_homo_ev=-6.582 total_charge=0 orbital_gap_ev=6.962 total_energy_ha=-4466.50518 relative_energy_kcal_mol=42.6 multiplicity=1
P -0.46237 2.93655 -0.35880 -0.641 -0.280 -2.102
P 0.92570 0.16075 -1.79259 0.054 -0.811 -2.501
C 0.01368 2.80811 -2.12859 -0.806 0.767 -0.374
C -0.09865 1.40725 -2.71536 0.360 0.640 0.183
H 1.05852 3.15529 -2.19561 -0.326 0.045 -0.030
H -0.62366 3.51003 -2.68149 0.246 0.020 -0.262
H -1.12819 1.01535 -2.66298 0.275 0.107 0.001
H 0.19352 1.42924 -3.77478 -0.156 0.089 0.320
C 2.67538 0.68117 -1.70416 0.259 0.554 -0.258
H 3.20306 -0.06099 -1.08631 -0.186 0.309 -0.105
H 2.76541 1.66726 -1.23437 0.349 -0.020 0.008
H 3.12542 0.69577 -2.70672 0.055 0.286 0.388
C 1.20394 -0.72040 -3.48869 0.046 -0.360 0.064
H 1.61847 0.00380 -4.21278 -0.057 -0.072 0.486
H 0.27667 -1.09502 -3.94533 0.113 0.141 0.455
H 1.91065 -1.56115 -3.46710 -0.174 0.104 0.321
C -0.28421 4.68133 -0.02531 -0.205 0.381 0.036
H -0.77625 4.90007 0.92435 0.135 0.128 -0.125
H -0.71141 5.25001 -0.85418 -0.010 0.173 0.166
H 0.78463 4.89554 0.06291 -0.158 0.110 0.045
C -2.21372 2.45790 -0.28584 -0.348 0.236 0.535
H -2.45229 1.58727 -0.90991 0.307 0.347 0.078
H -2.85104 3.30750 -0.56376 0.100 -0.196 -0.089
H -2.44592 2.20251 0.76173 0.127 0.079 -0.349
Mg 1.00015 1.81225 0.88452 0.587 -0.561 3.538
C -1.04869 -3.01273 -2.35312 0.425 -0.606 -0.751
C -0.34277 -2.42091 -1.41502 1.282 0.315 1.268
C -0.83565 -1.87887 -0.09733 0.055 -0.245 0.607
C -2.35477 -1.67319 0.12430 0.024 0.011 0.892
C -3.22615 -0.98014 -0.88658 -0.421 -0.380 -1.525
C -3.67543 -1.39113 -2.09643 -0.109 0.096 1.254
C -3.48673 -2.72033 -2.77143 0.379 0.187 0.087
C -2.39012 -3.61176 -2.16778 -1.099 0.590 -0.110
C -0.13981 2.76741 2.70776 0.459 0.108 -0.417
H -0.60531 -3.13850 -3.34678 0.092 -0.389 0.352
H 0.77344 -2.35087 -1.50252 -1.274 0.200 -0.306
H -0.32080 -0.91296 0.11483 -0.363 -0.928 -0.244
H -0.48006 -2.56349 0.69965 -0.158 0.356 -0.156
H -2.80030 -2.63329 0.42167 -0.017 0.332 -0.053
H -2.43217 -1.01462 1.00924 0.146 -0.533 -0.089
H -3.63246 -0.03728 -0.53630 0.066 0.067 -0.146
H -4.38404 -0.74263 -2.61761 0.212 0.039 0.157
H -3.23679 -2.49800 -3.81496 -0.066 -0.249 -0.092
H -4.43214 -3.26881 -2.77442 -0.133 0.134 -0.052
H -2.60512 -3.79949 -1.10726 0.117 -0.092 -0.483
H -2.43929 -4.56200 -2.69881 0.163 -0.147 0.098
H -0.29709 1.93539 3.41826 -0.006 0.187 -0.177
H -1.08168 3.31757 2.63846 -0.276 0.046 0.131
H 0.57918 3.46685 3.19081 -0.282 -0.290 -0.205
Br 3.30575 -1.99156 1.22116 0.107 -0.205 0.259
C 3.06844 -1.57488 3.05935 -0.358 0.297 1.142
C 3.13300 -2.57980 4.01345 0.104 -0.112 0.035
C 2.97897 -2.28866 5.37470 0.100 0.484 -0.338
C 2.78937 -0.96248 5.77958 0.004 -0.431 0.230
C 2.66694 0.05401 4.84131 0.167 -0.208 -0.410
C 2.76568 -0.26961 3.48709 0.034 -0.438 0.028
C 2.21263 0.63286 2.46714 -0.495 0.993 -1.305
O 2.60793 1.82492 2.23003 -0.112 -1.730 -0.094
O 1.24004 0.09817 1.80294 1.113 0.543 0.337
H 3.25781 -3.60151 3.68286 0.162 -0.049 0.068
H 3.02537 -3.09839 6.10476 -0.040 0.285 -0.214
H 2.68032 -0.73694 6.83618 0.050 -0.015 -0.119
H 2.45501 1.09026 5.12196 0.002 -0.442 -0.093